82
Properties=species:S:1:pos:R:3:forces:R:3:lowdin_charge:R:1 method="wB97M-V/def2-TZVPD" s2=6.0458 gap_ev="7.9 / 6.6" multiplicity=5 charge=+1 fmax_ev_per_a=4.0 e_above_lowest_kj_mol=93.4 lumo_ev="-2.050 / -4.426" homo_energy_ev="-9.9 / -11.1"
Ir 0.031325 1.113294 0.852171 0.526 1.536 0.465 1.265
S 0.407351 -1.740010 0.099253 1.020 -2.418 -0.931 1.032
O 0.027156 0.413770 -5.341963 -0.265 1.816 -2.933 0.059
O -0.830973 -1.280175 -4.408447 0.310 -0.183 0.286 0.044
N 0.825852 -0.218335 -3.341457 -1.275 -0.752 -0.677 0.175
N 2.902743 -0.242605 -1.724053 -1.115 0.536 2.236 0.037
N -1.138856 1.428146 -0.847333 -0.889 0.723 -0.627 -0.042
N -0.038403 -0.357672 -4.453595 0.132 -1.268 2.932 -0.442
N -0.434467 -0.848733 1.077285 -0.820 -1.031 1.707 -0.500
N -1.059883 1.663025 2.827705 0.479 -0.486 -1.512 -0.018
N 1.665940 1.882628 -4.193149 -1.016 -0.074 -0.285 0.211
N 2.674050 0.811563 -2.573297 1.131 0.717 0.472 -0.047
C 2.915041 1.942275 1.773197 -0.153 -0.926 -0.591 -0.131
C -2.849734 1.734098 4.355124 1.151 -0.175 -0.791 -0.039
C 2.953326 -4.569165 1.851028 -1.585 -0.630 -0.989 -0.071
C -0.123415 -3.658312 -1.742830 0.467 1.312 -0.331 -0.078
C 1.624514 0.819377 -3.404941 0.932 -0.406 -0.472 -0.445
C -4.469630 -0.249442 -0.155924 -0.095 3.223 2.339 -0.065
C -1.477965 -3.809829 0.190521 -1.205 0.469 2.570 -0.095
C 2.045477 3.218735 4.018314 0.639 -0.541 -1.559 -0.013
C -0.322547 2.477857 3.554922 0.500 1.262 1.831 -0.223
C 1.995885 -3.970649 1.013985 -0.538 -3.442 -1.403 -0.078
C 0.202306 4.307227 -2.775249 0.042 -0.313 0.872 -0.071
C -1.528207 -5.559147 -1.479210 -1.002 -0.375 1.067 -0.057
C -3.413337 0.696874 -0.071256 -0.722 -0.906 -0.477 -0.038
C 1.558342 -2.700900 1.180777 -0.403 2.455 1.183 -0.335
C -1.942919 -5.035661 -0.245961 0.359 0.092 -1.269 -0.049
C -0.615986 4.293362 -3.901132 0.743 -0.041 0.234 -0.072
C -3.301525 -1.365814 -1.837381 1.249 -1.844 -0.860 -0.048
C -2.338267 0.561952 -0.910055 2.100 1.131 0.326 -0.311
C -4.428178 -1.260075 -1.047319 0.543 -0.358 -0.394 -0.078
C -1.585667 3.306014 -4.046864 0.241 0.510 -0.116 -0.066
C 3.014499 -2.585115 3.117130 -2.020 2.254 -0.166 -0.052
C -2.260642 1.263556 3.196644 -0.337 0.333 0.491 -0.130
C 0.084515 3.297915 -1.809128 0.042 0.554 0.396 -0.049
C 1.113734 2.619451 3.156731 -0.391 -0.154 1.350 -0.212
C -2.220197 -0.525814 -1.729366 -2.197 0.226 0.372 -0.082
C 3.862266 2.554959 2.583970 0.327 -0.269 -1.062 -0.096
C -0.888316 2.312036 -1.925097 -1.525 -0.148 0.747 -0.282
C -0.840625 3.054307 4.754686 0.007 -1.492 -1.144 0.035
C 1.994387 -1.980552 2.313447 2.210 -2.829 -0.509 -0.061
C 1.532870 1.904994 2.040730 0.738 0.368 -1.090 -0.304
C -1.766710 2.423308 -3.025860 -0.818 -2.838 -0.100 -0.012
C -0.668533 -4.822888 -2.245884 0.159 0.081 -0.140 -0.073
C -0.524460 -3.146862 -0.489647 1.515 -0.184 -2.455 -0.437
C 3.416223 3.189812 3.698785 -0.840 1.453 1.607 -0.081
C 3.463047 -3.861664 2.887725 1.779 -0.223 1.823 -0.095
C -2.122383 2.618728 5.138018 0.893 1.065 0.335 -0.032
H -2.512542 3.007033 6.067023 -0.239 -0.088 0.076 0.112
H 3.075439 -5.651086 1.752056 0.417 0.484 -0.075 0.121
H -1.962458 -6.511577 -1.823583 0.336 0.603 0.125 0.124
H -0.566268 -1.303608 1.993407 -0.314 0.397 -0.465 0.053
H 3.247604 1.392606 0.896928 0.193 0.145 -0.026 0.064
H -0.410299 5.021439 -4.662982 -0.267 0.249 -0.287 0.107
H 2.587069 0.095120 -0.765612 0.893 -1.026 -1.269 0.062
H -1.842600 -3.281547 1.108769 0.055 -1.002 -0.645 0.133
H 0.906267 5.127831 -2.611004 -0.170 -0.364 -0.141 0.114
H -0.137624 3.661605 5.343295 -1.039 -0.192 -0.091 0.111
H 0.545776 -3.078011 -2.397016 -0.195 -0.177 0.500 0.115
H 4.105966 3.786516 4.308232 -0.256 -0.485 -0.076 0.116
H 3.286380 -1.950889 3.964633 0.402 -0.608 -0.122 0.115
H -2.180530 3.230091 -4.945866 -0.126 0.119 0.066 0.119
H 4.205584 -4.320954 3.592935 -0.806 0.500 -0.809 0.135
H -2.513546 1.601483 -3.141573 0.462 0.986 0.073 0.134
H -0.482009 -5.149671 -3.247011 0.469 -0.003 -0.402 0.112
H 1.480202 -4.724072 0.326819 0.801 1.573 0.506 0.142
H -5.278628 0.032428 0.575335 0.500 -1.101 -1.053 0.130
H -2.743909 0.535291 2.561235 -0.096 0.003 -0.069 0.098
H -3.098278 -2.242707 -2.478449 -0.671 0.443 0.259 0.130
H 1.719787 3.720750 4.887278 -0.122 0.497 0.807 0.083
H 1.653587 -1.025957 2.548093 -0.477 1.535 0.288 0.055
H 0.572783 3.270656 -0.840251 0.644 0.417 -0.194 0.077
H 3.876081 -0.474509 -1.748424 0.445 -0.189 0.241 0.089
H 1.077199 1.970302 -4.978055 -0.591 -0.032 -0.599 0.088
H -1.353946 -0.678724 -2.263367 1.692 -0.395 -1.196 0.050
H -3.464299 1.467747 0.656819 -0.030 0.711 0.311 0.091
H 4.929954 2.602733 2.322603 -0.623 -0.246 0.038 0.118
H -2.689131 -5.572104 0.259431 -0.826 -0.455 0.957 0.094
H 2.486383 2.402533 -4.166404 1.296 1.094 -0.057 0.100
H 3.316848 1.611774 -2.539559 -0.737 -0.478 -0.020 0.163
H -5.161161 -2.012787 -1.071541 -0.982 -0.689 -0.190 0.100
H -3.794700 1.320418 4.560058 -1.062 -0.035 0.781 0.098